# 1
Computed, not measured: a single C3H8N2 molecule in a non-equilibrium geometry, with ωB97M-V/def2-TZVPD.

Its multiplicity is 3. The value obtained for the gap between HOMO and LUMO (alpha / beta) is 7.5 / 9.0 eV. For the energy above the lowest of the compared OMol25 structures with the same formula, charge and spin, the calculation gives 109.0 kJ/mol.

Each line ends with the natural charge from an NBO analysis.
Element x y z (Å)
C (1.454, -0.748, 0.069)  -0.3124
C (1.677, 0.647, 0.338)  -0.2675
C (-1.921, 0.234, 0.080)  -0.4708
N (0.111, -0.537, -0.468)  -0.3468
N (-0.907, -0.678, 0.246)  -0.2608
H (2.057, -1.401, -0.723)  0.2111
H (1.338, -1.351, 1.001)  0.2288
H (1.089, 1.145, 0.984)  0.1658
H (1.824, 1.207, -0.643)  0.1455
H (-1.614, 1.213, 0.014)  0.1795
H (-2.767, -0.021, -0.629)  0.1866
H (-2.474, 0.215, 1.031)  0.2092
H (0.132, 0.075, -1.301)  0.3317

=====

# 2
Computed, not measured: a molecular structure, C16H37ClFI2N3O4Si2, with ωB97M-V/def2-TZVPD.

The value obtained for the gap between HOMO and LUMO is 9.3 eV.

Each line ends with the natural charge from an NBO analysis.
Element x y z (Å)
C (3.149, 2.997, 1.737)  -0.6152
C (1.726, 3.568, 1.772)  -0.4260
C (1.184, 3.900, 0.373)  -0.6898
Cl (0.097, 5.342, 0.429)  -0.0751
Si (0.196, 2.499, -0.388)  2.2253
F (-0.481, 3.063, -1.735)  -0.6500
C (1.327, 1.084, -0.826)  -1.0099
C (0.975, -0.319, -0.288)  0.0993
O (1.042, -1.289, -1.335)  -0.7194
C (1.843, -0.736, 0.910)  -0.2469
N (1.236, -0.344, 2.181)  -0.8479
O (-0.962, 2.072, 0.670)  -1.2777
Si (-2.619, 2.013, 0.685)  1.7195
C (-3.227, 3.438, 1.693)  -1.1592
C (-2.945, 0.294, 1.425)  -0.8297
I (-4.425, 0.411, 2.988)  0.0845
C (-3.279, -0.936, 0.572)  -0.3058
C (-2.688, -2.203, 1.167)  -0.6516
I (-2.582, -0.787, -1.468)  0.0843
H (3.169, 1.916, 1.576)  0.1904
H (3.658, 3.191, 2.683)  0.2175
H (3.739, 3.449, 0.936)  0.2268
H (1.707, 4.482, 2.369)  0.2247
H (1.049, 2.869, 2.275)  0.2074
H (2.019, 4.171, -0.280)  0.2493
H (1.350, 1.012, -1.917)  0.2675
H (2.335, 1.382, -0.513)  0.2473
H (-0.056, -0.341, 0.069)  0.1900
H (1.948, -1.626, -1.392)  0.4606
H (1.928, -1.826, 0.883)  0.1970
H (2.853, -0.317, 0.795)  0.1715
H (1.646, 0.498, 2.566)  0.3613
H (1.330, -1.067, 2.882)  0.3667
H (-3.180, 2.116, -0.673)  -0.1985
H (-2.972, 4.350, 1.144)  0.2543
H (-4.309, 3.417, 1.833)  0.2510
H (-2.742, 3.494, 2.671)  0.2482
H (-2.026, 0.066, 1.975)  0.2577
H (-4.356, -1.041, 0.480)  0.2289
H (-1.597, -2.177, 1.114)  0.2107
H (-3.039, -3.091, 0.639)  0.2379
H (-2.972, -2.271, 2.222)  0.2166
C (-4.007, -5.901, 1.515)  0.5287
O (-4.538, -5.481, 0.506)  -0.6206
N (-2.801, -6.509, 1.540)  -0.4322
C (-2.202, -6.983, 2.766)  -0.3980
C (-2.096, -6.680, 0.282)  -0.4160
H (-4.468, -5.810, 2.513)  0.1076
H (-1.247, -6.489, 2.957)  0.1940
H (-2.032, -8.062, 2.734)  0.1954
H (-2.871, -6.767, 3.597)  0.2110
H (-1.903, -5.716, -0.190)  0.2166
H (-2.686, -7.278, -0.415)  0.2155
H (-1.151, -7.182, 0.477)  0.2002
C (3.102, 3.103, -3.034)  0.5292
O (3.945, 3.322, -2.181)  -0.6410
N (3.369, 2.720, -4.296)  -0.4266
C (2.316, 2.463, -5.254)  -0.4010
C (4.757, 2.563, -4.692)  -0.4151
H (2.022, 3.204, -2.838)  0.1144
H (2.349, 1.431, -5.609)  0.1971
H (2.395, 3.129, -6.116)  0.1971
H (1.351, 2.631, -4.777)  0.2191
H (5.254, 1.814, -4.075)  0.2129
H (5.301, 3.501, -4.577)  0.2153
H (4.790, 2.252, -5.734)  0.2032

=====

# 3
Computed, not measured: 2 unconnected molecules or ions with the total composition C5H17N2O in a non-equilibrium geometry, with ωB97M-V/def2-TZVPD.

The value obtained for the gap between HOMO and LUMO is 10.7 eV. For the energy above the lowest of the compared OMol25 structures with the same formula, charge and spin, the calculation gives 91.6 kJ/mol. As for the total charge: +1.

Each line ends with the natural charge from an NBO analysis.
Element x y z (Å)
C (-0.998, 1.042, -1.882)  -0.2317
C (-1.725, 0.069, -0.992)  -0.4451
C (-1.079, -1.222, -0.511)  -0.4231
C (0.024, -1.455, 0.570)  -0.3967
C (1.457, -0.976, 0.101)  -0.2443
N (1.599, 0.476, 0.350)  -0.7169
N (-0.354, 2.105, -1.079)  -0.8727
H (-1.685, 1.541, -2.537)  0.2009
H (-0.286, 0.500, -2.507)  0.1949
H (-2.660, -0.195, -1.477)  0.2457
H (-2.175, 0.455, -0.065)  0.2116
H (-1.845, -1.812, 0.007)  0.2308
H (-0.864, -1.904, -1.343)  0.2051
H (0.029, -2.466, 0.943)  0.2420
H (-0.253, -0.841, 1.424)  0.2066
H (2.144, -1.551, 0.721)  0.2313
H (1.615, -1.272, -0.923)  0.2251
H (2.249, 0.956, -0.277)  0.4271
H (1.841, 0.689, 1.310)  0.4550
H (-1.072, 2.540, -0.531)  0.3869
H (0.199, 2.696, -1.680)  0.3857
H (0.701, 0.933, 0.025)  0.4716
H (0.266, -0.344, 3.603)  0.5085
H (1.805, 0.174, 3.639)  0.4989
O (1.067, -0.139, 3.113)  -0.9972

=====

# 4
Computed, not measured: a single C11H17N5O3 molecule in a non-equilibrium geometry, with ωB97M-V/def2-TZVPD.

The value obtained for the gap between HOMO and LUMO is 9.7 eV. As for the SMILES: CNC(=O)CNC(=O)[C@@H](Cc1c[nH]cn1)NC(C)=O. For the energy above the lowest of the compared OMol25 structures with the same formula, charge and spin, the calculation gives 236.3 kJ/mol.

Each line ends with the natural charge from an NBO analysis.
Element x y z (Å)
C (-0.388, -1.180, 3.754)  -0.4112
N (-0.914, -1.304, 2.363)  -0.5921
C (-2.011, -0.769, 1.910)  0.6365
O (-2.830, -0.213, 2.729)  -0.6696
C (-2.274, -0.873, 0.399)  -0.3138
N (-1.363, -0.132, -0.506)  -0.5881
C (-0.095, -0.419, -0.693)  0.6933
O (0.536, -1.235, -0.076)  -0.6683
C (0.623, 0.463, -1.648)  -0.1414
C (1.298, 1.585, -0.959)  -0.4190
C (0.427, 2.046, 0.233)  0.0758
C (0.615, 1.681, 1.503)  -0.1090
N (-0.348, 2.301, 2.290)  -0.5188
C (-1.201, 2.974, 1.439)  0.1773
N (-0.734, 2.866, 0.174)  -0.4871
N (1.629, -0.283, -2.486)  -0.5803
C (1.283, -0.971, -3.575)  0.6635
C (2.084, -2.193, -3.845)  -0.6962
O (0.115, -0.881, -4.182)  -0.6691
H (0.637, -1.483, 3.614)  0.2036
H (-1.073, -1.838, 4.270)  0.2281
H (-0.260, -0.134, 4.137)  0.1995
H (-0.280, -1.620, 1.666)  0.4251
H (-2.284, -1.979, 0.113)  0.2228
H (-3.353, -0.568, 0.087)  0.2455
H (-1.879, 0.513, -1.050)  0.4217
H (-0.203, 0.800, -2.273)  0.2416
H (2.341, 1.288, -0.556)  0.2161
H (1.503, 2.485, -1.606)  0.2496
H (1.500, 1.013, 1.697)  0.2326
H (-0.387, 2.387, 3.245)  0.4134
H (-1.999, 3.626, 1.766)  0.2146
H (2.465, -0.514, -1.998)  0.3995
H (2.799, -2.303, -3.088)  0.2046
H (2.672, -2.147, -4.845)  0.2360
H (1.349, -2.992, -4.002)  0.2631

=====

# 5
Computed, not measured: a molecular structure, C29H29FN5O7SmTe in a non-equilibrium geometry, with ωB97M-V/def2-TZVPD.

Its multiplicity is 6. The value obtained for the gap between HOMO and LUMO (alpha / beta) is 6.8 / 6.9 eV. For the energy above the lowest of the compared OMol25 structures with the same formula, charge and spin, the calculation gives 0.0 kJ/mol. As for the total charge: +2.

Each line ends with the Mulliken charge.
Element x y z (Å)
Sm (7.023, 3.757, 23.237)  1.3043
O (5.860, 5.896, 28.845)  -0.5196
C (5.458, 6.831, 28.034)  0.5449
O (5.025, 7.948, 28.308)  -0.5797
C (5.464, 6.525, 26.553)  0.3041
C (4.702, 7.139, 25.542)  -0.5681
N (4.868, 6.406, 24.425)  -0.1330
N (5.751, 5.418, 24.523)  -0.1791
C (6.111, 5.423, 25.860)  -0.1698
C (6.837, 4.207, 26.436)  0.8181
O (6.725, 3.912, 27.647)  -0.7035
O (7.463, 3.549, 25.504)  -0.6231
H (6.133, 5.028, 28.401)  0.4492
H (4.000, 7.910, 25.557)  0.5558
H (4.385, 6.712, 23.527)  0.2185
C (8.428, 2.836, 15.730)  -0.8600
C (7.098, 2.295, 16.264)  -0.7028
N (6.719, 3.043, 17.542)  0.0981
C (6.930, 2.346, 18.687)  -0.0453
C (6.740, 2.877, 19.953)  0.2427
C (7.084, 2.214, 21.237)  0.2618
O (6.197, 1.689, 21.994)  -0.6284
O (8.281, 2.495, 21.711)  -0.5623
C (6.406, 4.259, 20.130)  1.4133
O (6.235, 4.808, 21.290)  -0.8585
C (6.190, 4.996, 18.924)  0.2638
C (6.177, 6.409, 19.015)  -1.0249
C (6.255, 7.201, 17.911)  0.5719
F (6.073, 8.554, 18.094)  -0.3580
C (6.331, 6.639, 16.563)  -0.8309
C (6.421, 5.232, 16.491)  -0.0632
C (6.407, 4.412, 17.646)  -0.7324
N (6.486, 7.448, 15.463)  0.3946
C (5.495, 7.511, 14.428)  -0.5364
C (6.045, 7.949, 13.073)  -0.7752
N (6.872, 9.234, 13.273)  -0.1528
C (7.925, 9.188, 14.364)  -0.8643
C (7.409, 8.552, 15.665)  -0.7391
H (8.822, 2.250, 14.897)  0.4074
H (9.194, 2.996, 16.527)  0.2957
H (8.235, 3.850, 15.300)  0.2564
H (7.171, 1.273, 16.497)  0.4279
H (6.285, 2.428, 15.490)  0.3513
H (7.307, 1.354, 18.571)  0.4717
H (6.051, 6.832, 19.992)  0.6356
H (6.381, 4.779, 15.484)  0.5513
H (4.671, 8.223, 14.686)  0.3021
H (4.934, 6.555, 14.325)  0.4564
H (5.184, 8.249, 12.426)  0.3890
H (6.605, 7.154, 12.576)  0.3333
H (6.221, 10.032, 13.348)  0.4222
H (7.394, 9.376, 12.393)  0.3626
H (8.355, 10.183, 14.533)  0.4156
H (8.741, 8.609, 13.971)  0.3762
H (6.998, 9.327, 16.278)  0.5118
H (8.236, 8.166, 16.211)  0.4822
C (10.739, 4.478, 21.670)  -0.7424
Te (9.495, 5.956, 22.822)  0.0049
C (11.074, 5.585, 24.304)  -0.9288
C (12.287, 5.188, 23.559)  0.4864
C (13.573, 5.456, 24.022)  -0.6814
C (14.689, 5.127, 23.250)  -0.5842
C (14.500, 4.482, 22.052)  -0.3977
C (13.249, 4.150, 21.560)  -0.9085
C (12.103, 4.627, 22.246)  0.5122
H (10.706, 4.867, 20.622)  0.4931
H (10.272, 3.518, 21.654)  0.5246
H (10.646, 4.826, 24.934)  0.4189
H (11.151, 6.561, 24.908)  0.4531
H (13.700, 5.979, 24.954)  0.4380
H (15.713, 5.369, 23.536)  0.3853
H (15.370, 4.224, 21.436)  0.3539
H (13.174, 3.573, 20.681)  0.4929

=====

# 6
Computed, not measured: a single C5H9NO molecule in a non-equilibrium geometry, with ωB97M-V/def2-TZVPD.

The value obtained for the gap between HOMO and LUMO is 10.6 eV. As for the SMILES: C[C@H]1N[C@H]1[C@H]1CO1. For the energy above the lowest of the compared OMol25 structures with the same formula, charge and spin, the calculation gives 366.4 kJ/mol.

Each line ends with the natural charge from an NBO analysis.
Element x y z (Å)
C (-1.890, -0.449, 0.082)  -0.6417
C (-1.131, 0.668, 0.753)  -0.0621
N (0.010, 0.361, 1.618)  -0.5785
C (0.241, 1.039, 0.337)  -0.1249
C (0.961, 0.307, -0.787)  -0.0026
C (2.124, -0.517, -0.489)  -0.1077
O (0.951, -1.199, -0.850)  -0.5234
H (-2.471, -0.073, -0.767)  0.2145
H (-2.587, -0.896, 0.798)  0.2139
H (-1.214, -1.228, -0.279)  0.2357
H (-1.760, 1.467, 1.144)  0.1938
H (0.234, -0.630, 1.525)  0.3496
H (0.527, 2.087, 0.498)  0.2157
H (0.696, 0.252, -1.832)  0.2445
H (3.001, -0.540, -1.129)  0.1850
H (2.295, -0.728, 0.561)  0.1880

=====

- Which formula does entry 6 have?
  C5H9NO

=====

- Number 2 is which compound?
  C16H37ClFI2N3O4Si2